# C8H16AlN4O

A structure of composition C8H16AlN4O (ωB97M-V/def2-TZVPD, the OMol25 dataset).

Calculated values
HOMO energy = -3.74 eV
E = -851.058996 Eh

```
! RIJCOSX wB97M-V def2-TZVPD def2/J DEFGRID3
* xyz -1 1
O -0.7393 -3.0818 0.9846
Al 0.7641 -1.9701 0.8255
H -0.6156 -3.8467 0.4119
H 1.5774 -2.1585 2.1887
H 1.5700 -2.4337 -0.4917
H 0.1395 -0.4795 0.7003
C 0.2724 -0.1523 -3.5402
C 0.9713 0.1790 -2.2994
N 1.5181 0.4222 -1.3230
H 0.1571 -1.2323 -3.6226
H -0.7129 0.3106 -3.5440
H 0.8388 0.2124 -4.3938
C 2.7601 0.5412 4.6757
C 3.2891 -0.4783 3.7713
N 3.6887 -1.2880 3.0675
H 2.1308 0.0734 5.4311
H 3.5799 1.0631 5.1673
H 2.1655 1.2590 4.1129
C -0.9566 3.7700 -4.5473
C -0.4768 2.7341 -5.4625
N -0.1036 1.9210 -6.1784
H -1.5625 3.3181 -3.7639
H -0.1100 4.2800 -4.0919
H -1.5593 4.4939 -5.0927
C -3.2017 -0.8706 3.1437
C -2.9150 -1.9906 2.2418
N -2.6370 -2.8425 1.5115
H -3.8208 -1.2118 3.9738
H -2.2755 -0.4499 3.5424
H -3.7362 -0.0914 2.6017
*
```

=====

# C16H32Cl16

A cluster of 8 separate species, C16H32Cl16 in total (ωB97M-V/def2-TZVPD, the OMol25 dataset).

Calculated values
HOMO energy = -10.23 eV
energy relative to the best compared isomer or geometry (same formula, charge and spin) = 105.9 kJ/mol
E = -7991.918721 Eh

```
! RIJCOSX wB97M-V def2-TZVPD def2/J DEFGRID3
* xyz 0 1
Cl 6.0609 -3.7670 15.8098
C 6.5709 -2.1437 15.1707
C 7.3334 -2.3675 13.8468
Cl 8.0001 -0.8765 13.1171
H 7.1025 -1.6576 15.9888
H 5.6510 -1.5631 15.1026
H 6.6366 -2.8426 13.1562
H 8.1607 -3.0557 14.0203
Cl 1.4140 -7.8430 13.3889
C 2.7631 -6.7702 13.2793
C 2.8096 -5.7720 14.5008
Cl 1.5830 -4.3936 14.5634
H 2.7268 -6.2751 12.3089
H 3.5806 -7.4899 13.2358
H 3.8037 -5.3250 14.5006
H 2.7495 -6.3614 15.4157
Cl 1.1756 -1.0865 12.2144
C 1.5379 0.5678 11.6763
C 1.7717 1.4699 12.8681
Cl 3.2888 1.0435 13.7740
H 0.6671 0.8257 11.0736
H 2.4366 0.4428 11.0723
H 0.9973 1.2873 13.6131
H 1.8653 2.5017 12.5296
Cl 5.4213 0.4400 9.5345
C 5.8038 1.0898 11.1698
C 5.0984 2.4432 11.2418
Cl 5.7677 3.6138 10.1687
H 6.8920 1.1453 11.1965
H 5.5313 0.3643 11.9363
H 5.1686 2.8788 12.2385
H 4.0459 2.4885 10.9619
Cl 2.0425 2.3913 8.7531
C 1.7930 1.3578 7.3007
C 1.0173 0.0653 7.7302
Cl 2.0424 -1.0204 8.7153
H 2.7865 1.0728 6.9547
H 1.3415 1.9567 6.5097
H 0.6132 -0.4228 6.8433
H 0.1867 0.3529 8.3748
Cl 3.0570 -5.2210 9.5140
C 4.2052 -3.8873 9.3428
C 4.1131 -2.9235 10.5196
Cl 4.2949 -3.6449 12.1471
H 4.0990 -3.4611 8.3452
H 5.2100 -4.3005 9.4308
H 3.1014 -2.5195 10.4829
H 4.8471 -2.1179 10.5372
Cl 7.9663 -10.7140 7.5936
C 7.2878 -9.0357 7.1977
C 6.6809 -8.3798 8.4571
Cl 6.1326 -6.7530 7.9766
H 6.5645 -9.1007 6.3850
H 8.1443 -8.4467 6.8695
H 7.4297 -8.2026 9.2290
H 5.8526 -8.9516 8.8755
Cl 8.0501 -4.1159 10.9006
C 9.1843 -3.7767 9.5346
C 8.4984 -3.7502 8.1394
Cl 7.1580 -2.5071 8.1024
H 9.8502 -4.6397 9.5299
H 9.8493 -2.9437 9.7625
H 8.0897 -4.7440 7.9562
H 9.1640 -3.4036 7.3488
*
```

=====

# C44H88O11

A cluster of 11 separate species, C44H88O11 in total (ωB97M-V/def2-TZVPD, the OMol25 dataset).

Calculated values
HOMO energy = -9.24 eV
energy relative to the best compared isomer or geometry (same formula, charge and spin) = 113.6 kJ/mol
E = -2556.696485 Eh

```
! RIJCOSX wB97M-V def2-TZVPD def2/J DEFGRID3
* xyz 0 1
C 21.1230 1.3299 12.0967
C 21.5549 1.8529 13.4584
C 20.7230 3.1488 13.6544
O 20.0565 3.4016 12.4291
C 19.9081 2.1668 11.7206
H 20.7965 0.2898 12.0496
H 21.9524 1.4970 11.4089
H 22.6099 2.1181 13.4198
H 21.4030 1.1001 14.2302
H 21.3578 3.9662 13.9861
H 19.9715 2.9652 14.4303
H 19.6966 2.3110 10.6610
H 18.9640 1.7399 12.0928
C 16.6596 -3.2162 11.0567
C 18.1051 -2.7615 11.3046
C 17.9245 -1.2585 11.3084
O 16.6542 -1.0638 11.9722
C 15.9405 -2.2966 12.0402
H 16.5135 -4.2861 11.1761
H 16.4062 -2.8990 10.0417
H 18.8348 -3.0534 10.5469
H 18.4510 -3.1391 12.2697
H 17.8570 -0.8690 10.2890
H 18.6514 -0.7088 11.9072
H 14.9157 -2.0734 11.7368
H 15.9261 -2.7437 13.0393
C 9.8170 3.1177 10.3381
C 8.8357 2.2127 11.1071
C 9.6123 1.8298 12.3668
O 10.9861 1.8724 11.9828
C 11.1395 2.9638 11.0918
H 9.5097 4.1451 10.1525
H 9.9011 2.6590 9.3495
H 8.5995 1.3439 10.4938
H 7.8841 2.7159 11.2889
H 9.3364 0.8375 12.7135
H 9.4663 2.5873 13.1451
H 11.9439 2.8026 10.3784
H 11.3459 3.8642 11.6829
C 20.1301 5.1779 9.2773
C 20.9821 5.9914 8.3184
C 19.9637 7.0410 7.7906
O 18.7815 6.8921 8.5781
C 18.6813 5.5302 8.9294
H 20.2501 5.5582 10.2960
H 20.3307 4.1082 9.3494
H 21.3572 5.3697 7.5024
H 21.8511 6.4186 8.8134
H 19.7581 6.9160 6.7252
H 20.2902 8.0688 7.9423
H 18.3636 4.8589 8.1185
H 18.0260 5.3586 9.7786
C 17.1289 4.0722 14.9390
C 17.7750 4.2593 16.3154
C 16.5378 4.6066 17.1559
O 15.7812 5.4596 16.3119
C 16.0768 5.1922 14.9590
H 16.6310 3.1012 14.9136
H 17.8322 4.1401 14.1115
H 18.4718 5.0936 16.3649
H 18.1956 3.3460 16.7419
H 16.7431 5.0759 18.1213
H 15.9232 3.7384 17.4374
H 16.4864 6.0858 14.4784
H 15.1692 4.9050 14.4211
C 11.1651 7.1999 8.7407
C 11.2925 6.9814 10.2477
C 12.5693 6.1488 10.3070
O 12.4559 5.2441 9.2221
C 11.8420 5.9497 8.1514
H 11.7153 8.0887 8.4361
H 10.1316 7.2795 8.4047
H 10.4326 6.4154 10.6105
H 11.3518 7.9140 10.8077
H 12.7166 5.6194 11.2484
H 13.4424 6.8093 10.2159
H 11.2181 5.3245 7.5130
H 12.6273 6.3055 7.4700
C 15.0436 3.0621 12.1374
C 14.9326 1.7787 11.3428
C 16.1645 1.7992 10.4511
O 16.3301 3.1748 10.1548
C 16.1126 3.8846 11.3684
H 15.3514 2.9681 13.1802
H 14.0593 3.5321 12.2035
H 14.0070 1.7636 10.7628
H 14.8865 0.8471 11.9126
H 16.0425 1.1264 9.6028
H 17.0397 1.4122 10.9868
H 15.7952 4.9060 11.1425
H 17.0318 4.0557 11.9404
C 12.1427 5.4730 14.2611
C 10.9113 6.2771 13.9036
C 10.3852 6.8032 15.2326
O 11.0256 6.0209 16.2363
C 12.3152 5.6510 15.7736
H 13.0566 5.7611 13.7337
H 12.0352 4.4058 14.0425
H 10.1816 5.6204 13.4240
H 11.1234 7.0698 13.1852
H 9.3053 6.7293 15.3440
H 10.6586 7.8503 15.4094
H 12.5966 4.7536 16.3235
H 13.0665 6.4230 15.9863
C 14.2809 -0.4802 6.9042
C 13.8196 -1.6364 6.0339
C 14.9494 -2.6474 6.1842
O 15.3773 -2.4661 7.5145
C 15.2219 -1.1325 7.9681
H 13.4978 0.1196 7.3698
H 14.8583 0.2577 6.3392
H 13.6691 -1.3437 4.9928
H 12.8614 -1.9836 6.4223
H 15.7803 -2.5031 5.4858
H 14.5510 -3.6544 6.0529
H 16.1783 -0.6052 7.9248
H 14.7780 -1.1411 8.9630
C 20.7971 2.0643 7.0100
C 19.2961 2.2123 6.6919
C 18.6899 1.4556 7.8622
O 19.5585 0.3457 8.0632
C 20.8999 0.7952 7.8505
H 21.1521 2.9556 7.5309
H 21.4144 2.0188 6.1103
H 19.0409 1.8121 5.7135
H 19.0424 3.2731 6.7105
H 17.7038 1.0489 7.6388
H 18.6188 2.0580 8.7742
H 21.5146 -0.0009 7.4296
H 21.3369 0.9759 8.8425
C 14.9733 2.1244 15.2035
C 13.4654 1.9974 15.1841
C 13.2205 1.1569 13.9413
O 14.2520 0.1665 14.0672
C 15.4336 0.8479 14.4512
H 15.3882 2.2326 16.2042
H 15.2581 3.0334 14.6580
H 12.8909 2.9232 15.0992
H 13.1980 1.4397 16.0828
H 13.2894 1.6032 12.9416
H 12.2438 0.6736 13.8946
H 16.0082 1.0718 13.5464
H 16.0292 0.2505 15.1430
*
```

=====

# C3H48FNO24Si

A cluster of 22 separate species, C3H48FNO24Si in total (ωB97M-V/def2-TZVPD, the OMol25 dataset).

Calculated values
HOMO energy = -10.46 eV
E = -2392.888218 Eh

```
! RIJCOSX wB97M-V def2-TZVPD def2/J DEFGRID3
* xyz 0 1
O 3.5280 -0.9954 0.3196
N 3.5342 -0.2650 -0.5795
O 3.0622 -0.8957 -1.7831
C 4.1517 -1.4696 -2.5416
Si 5.6750 -0.3704 -2.8130
C 6.6873 0.0156 -1.2444
C 8.0388 -0.5865 -1.2556
O 9.0824 -0.0756 -0.9891
F 8.0042 -1.8974 -1.5961
H 4.3998 -2.4569 -2.1599
H 3.7325 -1.6403 -3.5278
H 6.5410 -1.1172 -3.7339
H 5.3243 0.8791 -3.4937
H 6.2013 -0.3654 -0.3503
H 6.7875 1.0877 -1.1354
O -0.2512 -0.9341 -1.5115
H 0.7051 -0.8686 -1.4072
H -0.3705 -1.5701 -2.2237
O -1.8394 -1.3718 1.0972
H -1.1559 -1.2243 0.4359
H -2.3278 -0.5376 1.0937
O -1.4426 1.1508 2.1906
H -1.2433 1.9969 2.6230
H -0.7814 0.5522 2.5518
O -0.2632 3.6363 0.6765
H -0.6215 2.8194 0.3086
H -1.0300 4.1004 1.0291
O -3.6407 2.8869 2.3497
H -4.5824 2.6939 2.3347
H -3.2390 2.0582 2.0539
O -3.5923 -1.0154 -1.4675
H -2.6304 -0.9711 -1.4141
H -3.7648 -1.6254 -2.1960
O 3.4145 2.4629 -3.4704
H 2.6936 1.8924 -3.1794
H 2.9748 3.2654 -3.7713
O 7.6929 -0.1390 -5.7766
H 8.6480 -0.0762 -5.6784
H 7.5666 -0.7835 -6.4790
O -0.5039 -4.0580 1.7484
H -1.2608 -4.5973 1.9917
H -0.8866 -3.2388 1.4121
O 0.2267 3.6149 -2.2066
H -0.4321 4.1840 -2.6131
H 0.3600 3.9916 -1.3238
O -4.4888 0.0765 1.8034
H -4.8848 -0.4430 2.5129
H -4.6174 -0.4797 1.0269
O -3.7063 -1.9812 -4.5246
H -2.9096 -1.6758 -4.9681
H -4.4267 -1.6186 -5.0496
O -2.2376 5.3191 3.0640
H -2.6214 4.5286 2.6662
H -2.9675 5.7471 3.5204
O -4.9619 -2.9229 1.5568
H -5.3259 -3.4788 0.8604
H -4.0162 -2.8810 1.3600
O 4.9369 2.9223 -0.8838
H 4.4001 2.6767 -1.6530
H 4.6857 2.2997 -0.1957
O -5.2878 1.4826 -2.6672
H -5.0486 2.3355 -2.2954
H -4.5552 0.8988 -2.4301
O -2.7857 -3.2112 4.0643
H -3.6401 -3.1815 3.6236
H -2.4538 -2.3088 4.0139
O -6.0187 -1.4900 3.7831
H -6.2653 -2.2941 3.3125
H -6.8209 -1.1961 4.2273
O -4.3647 -0.5153 6.2893
H -4.8288 -0.6867 5.4633
H -4.5506 -1.2847 6.8342
O -1.2907 2.9229 4.5508
H -2.1038 2.4237 4.6827
H -1.5879 3.8324 4.3966
O 3.8941 -4.5965 -0.8006
H 4.5897 -4.5990 -0.1363
H 3.0872 -4.7627 -0.3025
*
```

=====

Going through the records in order, we get orbital gap values of 6.11; 10.60; 9.87; 9.60 eV.
Going through the records in order, we get LUMO values of 0.08704; 0.01377; 0.02333; -0.03149 Eh.